A molecular structure, C22H28N5O4Pt in a non-equilibrium geometry. Source: the OMol25 dataset; level of theory: the ωB97M-V functional and the def2-TZVPD basis.

XYZ file:
```
60
Properties=species:S:1:pos:R:3:forces:R:3
Pt 0.335190 -0.002735 -0.262118 -1.2 -0.1 0.8
O 0.017690 -1.962435 -1.480018 0.4 0.2 -0.1
C -1.196410 -1.943635 -1.161218 0.0 -0.5 -0.3
O -1.669210 -0.975635 -0.497718 0.1 0.7 0.4
C -2.071410 -3.078935 -1.544818 -0.1 -0.2 -0.1
C -3.367310 -3.184835 -1.045218 0.2 0.0 -0.1
C -4.139010 -4.281435 -1.376418 -0.2 -0.3 -0.1
C -3.608610 -5.261135 -2.207818 0.7 1.0 0.3
C -2.323110 -5.154435 -2.728618 -0.3 -0.2 0.0
C -1.554510 -4.061035 -2.388518 -0.1 0.2 0.2
N -4.403410 -6.435935 -2.519718 -0.2 -0.3 -0.1
O -5.511810 -6.503635 -2.039218 -0.3 0.0 0.1
O -3.894810 -7.270735 -3.230918 0.1 -0.3 -0.2
H -3.756410 -2.416035 -0.393818 0.0 0.0 0.0
H -5.142210 -4.397135 -0.994418 0.0 0.0 0.0
H -1.938810 -5.925935 -3.377518 0.0 -0.1 0.0
H -0.545310 -3.948835 -2.755718 0.0 -0.1 0.0
N -0.844810 1.844565 -1.095618 0.1 -1.0 0.1
C -0.160010 3.081165 -1.255118 0.4 0.7 -0.1
C -0.801510 4.297765 -1.072518 0.0 -0.3 0.0
C -0.103310 5.472965 -1.293718 0.0 0.1 0.1
C 1.225990 5.441065 -1.679918 0.0 0.0 0.0
C 1.865890 4.223365 -1.861118 -0.1 0.1 0.0
C 1.173690 3.048965 -1.646018 -0.2 -0.2 0.0
H -0.955410 1.383265 -2.000518 -0.3 0.2 0.2
H -1.768410 1.958865 -0.679718 0.2 -0.2 -0.1
H -1.845110 4.321365 -0.793318 -0.1 0.0 0.0
H -0.608210 6.418365 -1.172318 0.0 0.1 0.0
H 1.761390 6.362165 -1.847718 0.0 0.1 0.0
H 2.897690 4.196265 -2.177018 0.1 0.0 0.0
H 1.634490 2.077465 -1.775118 0.1 0.1 -0.1
C -1.220410 0.590765 2.421382 -0.8 0.0 0.3
C -1.345410 0.478765 3.970382 -0.1 0.1 -0.2
N -0.033210 0.283565 4.532382 -0.1 -0.1 0.9
C 0.523590 -0.964235 4.079082 0.1 -0.2 -0.3
C 0.619090 -0.930335 2.518182 0.2 -0.7 0.6
N 0.172790 0.379365 2.051182 0.1 -0.1 -1.4
C 0.998290 1.427665 2.633182 0.5 0.6 0.4
C 0.834690 1.379765 4.186082 0.2 0.2 -0.3
H -1.519110 1.582065 2.078882 0.0 0.0 -0.1
H -1.835710 -0.157635 1.919982 0.0 0.1 -0.1
H -1.970610 -0.366535 4.253182 -0.1 0.0 0.0
H -1.774310 1.385265 4.394782 -0.1 0.0 0.0
H -0.117110 -1.782035 4.412682 0.1 0.0 0.0
H 1.509090 -1.097035 4.528182 0.0 0.0 0.0
H -0.018810 -1.702635 2.078382 0.1 0.1 -0.1
H 1.650990 -1.094335 2.195982 -0.1 0.0 -0.1
H 0.679190 2.392465 2.234782 0.0 -0.1 -0.1
H 2.037090 1.261865 2.345482 0.0 0.0 -0.1
H 0.396690 2.304065 4.561882 0.0 0.0 0.0
H 1.797690 1.231965 4.675182 0.0 0.1 0.0
C 4.847190 1.417365 -2.288018 0.0 0.0 0.0
C 4.592190 0.055865 -1.627418 0.9 0.0 -0.5
C 3.385590 0.095765 -0.864718 -1.2 0.1 1.2
N 2.427690 0.203065 -0.230018 0.8 0.0 -0.9
H 5.746890 1.359365 -2.892518 0.1 0.0 0.0
H 4.974090 2.192865 -1.537618 0.0 0.1 0.0
H 4.013190 1.684565 -2.930418 0.0 0.1 -0.1
H 5.417290 -0.208235 -0.958918 -0.1 -0.1 0.0
H 4.508490 -0.726535 -2.388018 0.0 0.0 0.2
```
Positions in Å, forces in eV/Å.

Calculated total energy in a.u.: -1548.82805
Total charge: +1
Lowest unoccupied orbital energy (spin up / spin down) in eV: -2.69 / -4.53
⟨S²⟩: 2.006
HOMO-LUMO gap (spin up / spin down) in eV: 8.278 / 6.629
HOMO (spin up / spin down) in Ha: -0.40311 / -0.41006
Spin multiplicity: 3

A single C22H28N6O3 molecule in a non-equilibrium geometry. Source: the OMol25 dataset; level of theory: the ωB97M-V functional and the def2-TZVPD basis.

XYZ file:
```
59
Properties=species:S:1:pos:R:3:forces:R:3
C -2.861413 -3.139945 1.412393 0.1 0.0 -0.2
C -1.946789 -2.423475 0.427537 0.0 0.1 0.3
C -1.529335 -1.054709 0.953903 0.0 -0.2 -0.5
C -0.680445 -0.286645 -0.076170 -0.1 -0.3 0.2
C -0.527435 1.119694 0.413453 -0.3 0.7 -0.3
N 0.225407 1.564842 1.394845 -0.1 -1.0 -0.1
N -0.014740 2.865213 1.503512 0.4 0.6 0.6
N -0.873633 3.245286 0.657023 -0.8 0.9 -0.6
N -1.232556 2.179505 -0.065174 1.1 -0.7 0.7
C -2.240206 2.255251 -1.091429 -0.4 0.1 -0.3
C -3.413671 1.375701 -0.743090 0.0 0.0 -0.2
C -3.818543 0.346407 -1.576604 0.1 0.3 0.1
C -4.845730 -0.507693 -1.212286 -0.3 -0.3 0.1
C -5.484892 -0.341564 0.011758 0.1 0.1 0.0
O -6.478768 -1.133462 0.485994 0.1 0.3 0.2
C -6.900827 -2.229078 -0.291493 -0.1 -0.2 -0.1
C -5.094810 0.711449 0.844125 -0.1 -0.1 0.0
C -4.074486 1.556279 0.469560 -0.1 -0.1 -0.1
N 0.526382 -1.005813 -0.421303 -0.2 0.0 -0.2
C 1.129663 -0.664173 -1.692339 0.2 0.2 0.0
C 2.119160 0.501681 -1.585389 -0.1 0.0 -0.4
N 3.151420 0.165531 -0.627751 -0.1 0.0 0.0
C 4.407769 -0.067569 -1.075568 0.1 0.0 -0.2
O 4.699881 -0.017649 -2.258780 0.2 -0.1 -0.1
C 5.447160 -0.308294 -0.042418 0.0 0.7 0.7
C 5.753027 0.359859 1.116281 -0.3 -0.3 -0.7
C 6.956445 -0.206919 1.591111 0.3 -0.4 -0.3
C 7.294304 -1.169861 0.688532 0.3 0.4 0.7
O 6.396747 -1.229534 -0.300536 -0.2 -0.2 -0.5
C 2.627518 -0.148442 0.681601 -0.2 -0.2 0.5
C 1.546588 -1.244955 0.577588 0.2 0.1 0.2
H -3.763175 -2.556373 1.587744 -0.1 0.0 0.1
H -2.358854 -3.284245 2.365783 0.0 0.0 0.1
H -3.149575 -4.115064 1.026810 -0.1 -0.1 0.0
H -1.054605 -3.021077 0.239258 0.0 0.0 -0.1
H -2.468889 -2.293264 -0.523085 0.0 0.0 -0.1
H -2.423248 -0.464456 1.168865 0.0 0.0 0.1
H -0.974908 -1.160967 1.886346 0.0 0.1 0.1
H -1.266138 -0.243189 -1.002351 0.1 0.0 0.1
H -1.805484 1.962202 -2.052821 -0.1 0.1 0.1
H -2.534554 3.307641 -1.141163 0.1 -0.1 -0.1
H -3.329714 0.200230 -2.529842 0.1 0.0 -0.1
H -5.130303 -1.299612 -1.886327 -0.1 -0.1 0.0
H -6.082639 -2.935101 -0.465478 0.0 0.0 0.0
H -7.315308 -1.904888 -1.251165 0.0 0.0 0.0
H -7.680691 -2.718119 0.289535 0.1 0.0 -0.1
H -5.606090 0.837760 1.784859 -0.1 0.0 0.1
H -3.775444 2.360432 1.126343 0.0 0.1 0.1
H 0.348911 -0.436630 -2.420943 0.0 0.0 0.0
H 1.678478 -1.545580 -2.042192 0.0 0.1 -0.1
H 2.600521 0.690516 -2.546049 -0.1 0.0 0.1
H 1.610150 1.410740 -1.245210 0.0 0.0 0.0
H 5.201081 1.163950 1.558789 -0.2 0.1 0.0
H 7.491966 0.067096 2.476646 0.2 0.0 0.2
H 8.117379 -1.855615 0.647477 0.1 -0.1 -0.1
H 3.427636 -0.507942 1.325949 -0.1 0.0 0.0
H 2.187649 0.751861 1.122258 0.2 -0.2 0.0
H 1.081719 -1.364940 1.553922 0.0 -0.1 0.1
H 2.035172 -2.188498 0.304236 0.0 0.0 0.1
```
Positions in Å, forces in eV/Å.

Calculated total energy in a.u.: -1409.33124
Lowest unoccupied orbital energy in eV: 0.51
HOMO-LUMO gap in eV: 8.744
HOMO in Ha: -0.30252
SMILES: CCC[C@@H](c1nnnn1Cc1ccc(OC)cc1)N1CCN(C(=O)c2ccco2)CC1

A molecular structure, C22H28N6O4 in a non-equilibrium geometry. Source: the OMol25 dataset; level of theory: the ωB97M-V functional and the def2-TZVPD basis.

XYZ file:
```
60
Properties=species:S:1:pos:R:3:forces:R:3
C -7.983670 -1.404112 1.041481 6.8 3.6 1.3
H -8.948586 -1.484786 1.155325 -5.2 0.3 0.8
O -7.724353 -0.211914 0.069471 -6.4 -3.5 4.8
C -6.578813 0.006776 -0.351075 4.1 1.8 -4.0
C -5.448214 -0.816223 -0.128177 -6.6 -0.9 3.7
C -4.293253 -0.295902 -0.409026 5.8 -2.6 -0.6
C -4.259883 0.777149 -1.122544 2.8 9.6 -8.4
C -5.353008 1.598583 -1.747065 -1.8 -1.4 3.7
C -6.611695 1.179803 -1.253560 8.8 -4.2 1.5
H -7.431437 1.621847 -1.425832 -6.2 3.1 -1.2
H -5.334952 2.641103 -2.250217 0.8 -2.3 0.6
H -3.320571 1.337183 -1.755191 -1.8 -2.6 2.6
N -3.057497 -1.110667 -0.237395 1.3 15.3 -1.2
C -1.855934 -0.239221 0.092666 -2.2 -10.2 -1.2
N -1.645495 0.962653 -0.139298 2.0 2.0 2.1
C -0.389256 1.066562 0.384654 5.0 0.2 -1.2
C 0.299474 -0.298283 0.545134 -3.6 7.3 0.0
C 1.607692 -0.353186 0.858627 2.7 5.5 -0.5
O 2.345867 -1.241847 0.899252 2.4 -5.6 0.8
N 2.268532 0.987710 0.946901 -0.6 0.9 -1.9
C 1.705366 2.188753 0.503514 2.6 4.3 5.1
O 2.308130 3.295399 0.802059 0.0 -2.6 -2.2
N 0.397165 2.361970 0.365503 -3.4 -6.8 -0.8
C -0.290504 3.572689 0.220642 4.4 1.1 -6.0
H -0.253397 3.891964 -1.268146 -0.4 -0.8 4.0
H 0.436046 4.321804 0.532257 -1.1 0.5 0.8
H -1.235101 3.302051 0.425578 -3.6 0.7 1.1
C 3.763458 1.085253 1.074905 -2.0 -6.9 0.8
H 3.864234 -0.055778 1.720123 0.5 3.2 -2.3
H 3.984165 1.716579 1.845719 0.7 2.3 1.3
C 4.579825 1.137267 -0.227858 -2.6 -9.9 2.4
N 5.639531 0.061460 -0.259293 2.6 3.7 2.0
C 5.297669 -1.218402 -0.488744 -4.2 -5.5 -2.1
C 6.414519 -2.336061 -0.288675 3.8 15.2 3.2
O 7.539413 -1.890768 -1.006213 1.6 1.0 -0.2
C 7.991422 -0.304976 -0.649611 -7.4 -6.9 6.5
C 6.838112 0.489595 -1.110026 0.8 2.0 14.2
H 7.127954 1.504275 -0.374222 -0.8 -1.8 -3.2
H 6.552248 0.534857 -2.000337 -1.4 0.8 -8.0
H 8.696898 -0.145074 -1.218328 7.7 1.0 -5.4
H 8.319516 -0.529463 0.533578 -1.3 1.6 -3.2
H 6.050125 -3.148533 -0.349722 -4.0 -11.2 -2.5
H 6.581594 -2.255591 0.836299 0.3 0.0 -0.8
H 4.360013 -1.707698 0.116456 2.1 1.9 -1.1
H 4.878588 -1.239755 -1.649572 0.7 -0.7 1.8
H 4.074014 0.782034 -1.063516 -2.1 0.8 -1.8
H 5.049186 1.928885 -0.225682 4.3 8.2 -0.9
N -0.636886 -1.196658 0.393922 -5.4 18.4 -1.5
C -0.672834 -2.388393 0.368884 -3.1 -15.8 4.8
C -2.002733 -2.988567 -0.262611 9.3 -4.1 -2.5
H -1.928730 -4.078235 -0.188612 -0.6 0.2 1.0
C -3.132530 -2.313776 0.081274 -1.3 -6.3 7.5
H -3.817666 -2.691278 -0.528873 -4.0 -2.3 -1.6
H -3.255726 -2.631331 1.300630 -0.6 0.9 -2.5
H -1.602846 -2.949995 -1.262974 -1.3 0.7 -1.5
H 0.307866 -2.720618 0.297211 1.7 -1.8 -1.8
H -0.782540 -2.830681 1.460329 0.0 0.5 -0.7
H -5.600483 -1.479228 0.743258 0.4 -0.2 -0.9
H -7.666286 -2.236841 0.507927 1.0 -1.6 -0.6
H -7.352444 -1.268405 2.192229 -2.0 -0.3 -3.8
```
Positions in Å, forces in eV/Å.

Calculated total energy in a.u.: -1483.81849
Lowest unoccupied orbital energy in eV: -0.10
HOMO-LUMO gap in eV: 7.370
HOMO in Ha: -0.27441

A molecular structure, C22H29AsBF9N8O2Pt in a non-equilibrium geometry. Source: the OMol25 dataset; level of theory: the ωB97M-V functional and the def2-TZVPD basis.

XYZ file:
```
73
Properties=species:S:1:pos:R:3:forces:R:3
Pt 0.366418 0.476062 1.059741 0.3 -0.7 0.7
C -3.524828 -0.129520 -0.235432 0.0 0.0 0.0
C -2.312568 0.521175 -0.369734 0.0 0.0 0.0
N -1.538550 0.212291 0.684384 0.0 0.0 0.0
N -2.231920 -0.610661 1.504568 0.1 -0.1 -0.1
C -3.429597 -0.836031 0.956350 0.0 0.1 0.0
B -1.615539 -1.175717 2.842648 0.0 0.1 0.1
N -0.989491 0.088698 3.558509 0.0 0.0 0.0
C -1.221538 0.593985 4.775524 0.0 0.0 0.0
C -0.506830 1.775685 4.923945 0.0 0.0 0.0
C 0.165502 1.953702 3.729748 0.0 -0.1 0.0
N -0.122624 0.907962 2.933110 -0.1 0.3 -0.1
N -0.435358 -2.108024 2.447854 0.0 0.0 0.0
C -0.139768 -3.390172 2.712756 0.0 0.0 0.0
C 1.101548 -3.686700 2.166733 0.0 0.0 0.0
C 1.526381 -2.515443 1.569551 0.0 0.1 0.0
N 0.596342 -1.563772 1.752208 -0.2 0.2 -0.2
N -2.669461 -1.770144 3.685505 0.0 0.0 0.0
C -3.843380 -1.184758 4.101187 0.1 0.0 -0.1
C -4.417771 -2.013381 5.014343 -0.1 -0.1 0.0
C -3.521852 -3.103182 5.119751 0.0 0.0 0.1
N -2.476243 -2.951376 4.339771 0.0 0.0 0.0
H -4.374477 -0.072467 -0.893660 0.0 0.0 0.0
H -1.972545 1.200519 -1.129764 0.0 0.0 0.0
H -4.148978 -1.465578 1.454896 0.0 0.0 0.0
H -1.872587 0.078399 5.464029 0.0 0.0 0.0
H -0.477363 2.416776 5.788089 0.0 0.0 0.0
H 0.825724 2.743607 3.409291 0.0 0.0 0.0
H -0.824449 -3.978964 3.300689 0.0 0.0 0.0
H 1.625775 -4.625350 2.216384 0.0 0.0 0.0
H 2.439190 -2.304726 1.034266 0.0 0.0 0.0
H -4.169412 -0.227803 3.723512 0.0 0.0 0.0
H -5.352925 -1.875019 5.528608 0.0 0.0 0.0
H -3.606948 -3.981854 5.739034 0.0 0.0 0.0
C 0.214215 -2.263482 -1.604656 0.0 0.1 0.1
C -0.081612 -1.173542 -2.617662 0.0 -0.3 -0.5
As 1.119215 0.277309 -2.962328 -0.1 -0.1 0.4
C 2.922571 -0.383889 -2.736623 -0.1 0.1 -0.2
C 3.374985 -1.294423 -3.880465 0.0 -0.1 0.1
C 0.329487 0.941090 -4.611099 0.0 0.1 0.0
C 0.987364 0.347432 -5.857835 0.0 0.0 0.0
H -0.416778 -3.124017 -1.826296 0.0 0.0 0.0
H -0.017011 -1.949931 -0.591480 0.0 0.0 0.1
H 1.248859 -2.603589 -1.647100 0.0 0.0 0.0
H -1.098205 -0.781692 -2.575424 0.0 0.1 0.2
H -0.014607 -1.616260 -3.627572 -0.1 0.0 0.0
H 2.862603 -0.932190 -1.793622 0.0 0.0 0.0
H 3.577270 0.472408 -2.596699 0.0 0.0 0.0
H 2.715882 -2.152192 -4.019550 0.0 0.0 0.0
H 4.362625 -1.679679 -3.629175 0.0 0.0 0.0
H 3.461872 -0.762003 -4.822754 0.0 0.0 0.0
H 0.330776 2.022738 -4.627981 0.1 -0.1 0.0
H -0.707921 0.617230 -4.506559 0.0 0.0 0.0
H 2.023199 0.656566 -5.969747 0.0 0.1 0.0
H 0.436070 0.725191 -6.718630 0.0 0.0 0.0
H 0.936071 -0.741118 -5.884742 0.0 0.0 0.0
F 2.539256 2.495758 -3.452960 0.0 0.0 0.0
C 1.762492 3.451821 -2.896169 0.1 -0.1 -0.1
F 0.820535 3.781295 -3.768049 0.0 0.1 0.1
F 2.513911 4.499345 -2.673980 0.0 0.0 0.0
C 1.141399 2.863635 -1.560232 -0.3 0.1 0.0
O 0.956784 1.440244 -1.511277 0.2 0.2 -0.5
C -0.266715 3.493493 -1.342562 -0.1 0.0 0.0
F -1.109733 3.012166 -2.263944 0.0 0.0 0.0
F -0.232818 4.802346 -1.405580 0.0 0.0 0.0
F -0.750834 3.121154 -0.141994 0.1 0.0 0.0
C 2.110237 3.259723 -0.406955 0.0 0.0 -0.1
F 3.282373 2.658534 -0.606354 0.0 0.0 0.1
F 2.265679 4.548956 -0.266451 0.0 -0.1 0.1
F 1.628875 2.797372 0.781277 0.0 0.1 0.0
O 2.426974 0.488895 1.608866 -0.1 0.0 -0.1
H 2.926996 1.316017 1.688558 0.0 0.0 0.0
H 2.567781 -0.030926 2.417413 0.1 0.0 0.0
```
Positions in Å, forces in eV/Å.

Calculated total energy in a.u.: -4722.05074
Total charge: +3
Lowest unoccupied orbital energy (spin up / spin down) in eV: -11.00 / -11.14
⟨S²⟩: 0.754
HOMO-LUMO gap (spin up / spin down) in eV: 5.460 / 5.320
HOMO (spin up / spin down) in Ha: -0.60476 / -0.60474
Spin multiplicity: 2

no.,molar mass (g mol⁻¹)
1,621.58
2,424.50
3,440.50
4,889.32